# C4H10P2

A molecular structure, C4H10P2 (ωB97M-V with the def2-TZVPD basis set, OMol25).

Last column: natural (NBO) charge in e.
Cartesian coordinates (Å):
C 2.87 -0.92 -0.77  -0.91
C -2.25 -0.80 0.30  -1.07
C -1.18 1.58 -0.74  -0.92
C 1.24 0.12 1.21  -0.98
P 2.65 0.45 0.14  0.69
P -0.81 -0.11 -0.12  1.19
H 3.65 -1.05 -1.58  0.23
H 2.29 -1.85 -0.69  0.21
H -2.10 -1.85 0.64  0.22
H -3.02 -0.41 0.89  0.23
H -1.85 2.15 -0.15  0.24
H -0.39 2.18 -0.79  0.23
H -1.57 1.42 -1.80  0.25
H 1.10 1.00 1.75  0.21
H 1.36 -0.82 1.74  0.23
H -0.45 -0.63 -1.22  -0.06

The energy comes out at -22882.7704 eV. As for the energy above the lowest of the compared OMol25 structures with the same formula, charge and spin: 2.945 eV. The calculation puts the maximum force at 5.29 eV/Å. As for the charge: 0.


# C31H33AsIrN6OS2

A molecular structure, C31H33AsIrN6OS2 (ωB97M-V with the def2-TZVPD basis set, OMol25).

Last column: Löwdin spin population.
Cartesian coordinates (Å):
Ir -0.10 1.24 -1.19  2.61
N -0.73 5.01 -1.57  0.01
C -1.77 4.53 -0.90  0.04
N -2.82 5.27 -0.66  0.03
S -1.76 2.91 -0.24  0.29
H -0.71 5.96 -1.90  0.00
H 0.07 4.44 -1.75  0.01
H -2.88 6.24 -0.96  0.00
H -3.62 4.90 -0.16  0.00
O -0.98 -0.38 0.05  0.25
As -0.49 -1.24 1.42  0.02
C -1.30 -3.00 1.36  0.01
C -0.48 -4.12 1.33  0.00
C -1.08 -5.38 1.27  0.00
C -2.46 -5.48 1.29  0.00
C -3.27 -4.35 1.31  0.00
C -2.68 -3.09 1.37  0.00
C 1.43 -1.45 1.42  0.01
C 2.18 -1.46 2.59  0.01
C 3.55 -1.71 2.52  0.00
C 4.16 -1.94 1.29  0.00
C 3.40 -1.95 0.12  0.01
C 2.03 -1.72 0.19  0.01
C -1.23 -0.35 2.97  0.00
C -0.99 -0.83 4.25  0.00
C -1.50 -0.14 5.34  0.00
C -2.29 0.98 5.14  0.00
C -2.55 1.45 3.86  0.00
C -2.03 0.77 2.76  0.00
H 0.60 -4.04 1.32  0.00
H -0.45 -6.25 1.21  0.00
H -2.92 -6.46 1.35  0.00
H -4.35 -4.43 1.33  0.00
H -3.30 -2.20 1.43  0.00
H 1.72 -1.26 3.55  0.00
H 4.13 -1.74 3.43  0.00
H 5.22 -2.13 1.24  0.00
H 3.87 -2.19 -0.82  0.00
H 1.42 -1.76 -0.71  0.00
H -0.42 -1.74 4.41  0.00
H -1.29 -0.49 6.34  0.00
H -2.74 1.48 5.99  0.00
H -3.17 2.32 3.70  0.00
H -2.24 1.11 1.75  0.00
C -4.25 -1.03 -3.78  0.02
C -2.98 -0.29 -3.76  0.10
C -2.11 0.08 -4.81  0.07
C -1.03 0.72 -4.22  0.03
N -1.22 0.76 -2.88  0.25
N -2.42 0.15 -2.63  0.02
C 0.16 1.32 -4.88  0.01
H -4.72 -0.98 -4.76  0.00
H -4.94 -0.66 -3.02  0.00
H -4.06 -2.08 -3.56  0.01
H -2.26 -0.10 -5.86  0.00
H -2.75 0.03 -1.68  0.00
H -0.15 2.08 -5.59  0.00
H 0.70 0.56 -5.45  0.00
H 0.83 1.76 -4.14  0.01
N 0.94 2.00 1.87  0.12
C 1.95 1.79 1.05  0.07
N 1.82 1.47 -0.26  0.15
C 3.06 1.27 -0.83  0.20
C 3.31 0.94 -2.16  0.02
C 4.61 0.82 -2.57  0.14
C 5.70 1.04 -1.67  0.18
C 5.47 1.34 -0.34  -0.01
C 4.16 1.46 0.08  0.17
S 3.58 1.86 1.66  0.07
H 0.00 2.16 1.49  0.00
H 1.13 2.36 2.79  0.00
H 2.48 0.80 -2.85  0.01
H 4.84 0.58 -3.60  0.00
H 6.71 0.99 -2.04  0.01
H 6.30 1.50 0.34  0.00

The energy comes out at -128977.8750 eV. As for the energy above the lowest of the compared OMol25 structures with the same formula, charge and spin: 1.282 eV. The calculation puts the maximum force at 2.73 eV/Å. As for the charge: +4. As for the spin multiplicity: 6.


# C50H41N11O7SSr

A molecular structure, C50H41N11O7SSr (ωB97M-V with the def2-TZVPD basis set, OMol25).

Last column: Mulliken charge in e.
Cartesian coordinates (Å):
Sr -0.17 -0.51 1.24  2.60
C 1.28 -6.58 -0.84  -0.56
C 2.58 -6.22 -0.50  -0.65
C 2.83 -5.12 0.31  -0.06
C 1.75 -4.39 0.77  0.49
C 1.63 -3.19 1.60  -0.39
N 2.66 -2.63 2.21  -0.64
C 2.54 -1.53 2.92  -0.41
C 3.66 -0.97 3.69  0.31
C 4.98 -1.35 3.88  -0.03
C 5.77 -0.57 4.71  -0.65
C 5.26 0.56 5.34  -0.69
C 3.94 0.94 5.16  0.07
C 3.14 0.17 4.33  -0.08
C 1.75 0.27 3.90  -0.36
N 0.95 1.24 4.31  -0.48
C -0.32 1.34 3.99  -0.21
N -1.08 0.47 3.29  -0.23
C -2.36 0.90 3.26  -0.27
N -3.41 0.27 2.77  -0.48
C -3.31 -0.91 2.17  -0.58
N -2.20 -1.63 1.93  -0.18
C -2.53 -2.80 1.35  -0.18
N -1.74 -3.77 0.94  -0.57
C -0.42 -3.73 1.03  0.05
N 0.33 -2.84 1.69  -0.48
C 0.43 -4.75 0.42  0.16
C 0.19 -5.85 -0.38  -0.27
C -3.98 -2.87 1.19  0.34
C -4.82 -3.82 0.64  -0.21
C -6.17 -3.53 0.58  -0.56
C -6.67 -2.32 1.06  -0.68
C -5.83 -1.37 1.62  -0.08
C -4.48 -1.65 1.69  0.37
C -2.45 2.19 3.95  0.40
C -3.48 3.09 4.17  -0.18
C -3.20 4.26 4.85  -0.62
C -1.91 4.54 5.30  -0.61
C -0.88 3.64 5.09  -0.19
C -1.15 2.46 4.42  0.25
N 1.46 -0.75 3.07  -0.12
H 1.13 -7.44 -1.47  0.39
H 3.41 -6.80 -0.88  0.37
H 3.84 -4.82 0.56  0.54
H 5.37 -2.22 3.38  0.55
H 6.81 -0.83 4.86  0.37
H 5.90 1.16 5.97  0.37
H 3.53 1.82 5.65  0.55
H -0.81 -6.13 -0.65  0.53
H -4.42 -4.75 0.27  0.54
H -6.86 -4.25 0.14  0.38
H -7.73 -2.12 0.97  0.36
H -6.21 -0.43 1.98  0.55
H -4.48 2.88 3.81  0.54
H -3.98 4.99 5.02  0.37
H -1.71 5.47 5.80  0.38
H 0.13 3.85 5.43  0.54
C 2.08 4.06 -0.67  -1.81
C 2.15 3.28 0.64  1.98
C 3.47 3.49 1.38  -1.73
O 1.06 3.65 1.47  -0.74
C 2.03 1.76 0.32  -0.72
O 2.83 1.27 -0.49  -1.03
O 1.13 1.17 0.95  1.18
H 2.08 5.13 -0.48  0.45
H 1.17 3.80 -1.21  0.32
H 2.92 3.80 -1.30  0.31
H 3.60 4.54 1.65  0.42
H 4.29 3.18 0.74  0.28
H 3.48 2.89 2.29  0.29
H 0.73 2.81 1.82  -0.43
C -2.55 4.24 -1.61  -0.98
N -2.43 2.89 -1.14  0.31
C -3.00 1.78 -1.71  -1.08
C -2.61 0.72 -0.94  -0.92
N -1.83 1.16 0.08  1.07
C -1.73 2.46 -0.07  -0.81
H -3.59 4.47 -1.84  0.36
H -1.95 4.38 -2.52  0.30
H -2.19 4.92 -0.84  0.32
H -3.60 1.84 -2.59  0.50
H -2.82 -0.32 -1.06  0.49
H -1.17 3.11 0.57  0.40
C -1.55 -0.30 -8.62  -1.38
C -0.61 -0.01 -7.49  1.16
C -1.04 -0.09 -6.17  -1.08
C -0.21 0.25 -5.11  0.11
C 1.08 0.65 -5.39  -0.07
C 1.55 0.69 -6.69  -0.60
C 0.70 0.36 -7.74  -0.84
S 2.18 1.24 -4.10  1.35
O 3.53 1.04 -4.60  -0.79
O 1.81 2.61 -3.85  -0.68
N 1.79 0.31 -2.83  0.62
C 2.11 -1.09 -3.03  -1.16
C 1.51 -1.92 -1.92  0.15
C -0.03 -1.64 -1.83  -0.15
O -0.69 -1.74 -2.86  -0.84
O -0.45 -1.33 -0.70  -0.67
H -2.44 0.33 -8.52  0.33
H -1.88 -1.33 -8.61  0.30
H -1.08 -0.08 -9.58  0.35
H -2.05 -0.41 -5.95  0.41
H -0.54 0.15 -4.09  0.26
H 2.57 0.98 -6.85  0.46
H 1.07 0.41 -8.75  0.28
H 2.14 0.66 -1.92  -0.18
H 3.20 -1.24 -3.10  0.47
H 1.67 -1.39 -3.99  0.46
H 1.97 -1.67 -0.97  0.01
H 1.65 -2.98 -2.14  0.32

The energy comes out at -94919.1067 eV. As for the energy above the lowest of the compared OMol25 structures with the same formula, charge and spin: 1.034 eV. The calculation puts the maximum force at 2.34 eV/Å. As for the charge: -2.


# C22H27As2ClN4O6STm

A molecular structure, C22H27As2ClN4O6STm (ωB97M-V with the def2-TZVPD basis set, OMol25).

Last column: natural (NBO) charge in e.
Cartesian coordinates (Å):
Tm -0.53 0.63 -0.39  1.59
C -3.65 0.72 2.09  -0.95
As -2.03 -0.33 1.95  0.92
C -1.22 -0.48 3.70  -0.94
C -2.70 -2.17 1.71  -0.30
C -3.71 -2.69 2.48  -0.21
C -4.08 -4.03 2.36  -0.19
C -3.43 -4.83 1.47  -0.20
C -2.41 -4.26 0.69  -0.14
C -1.97 -2.98 0.83  -0.35
As -0.47 -2.23 -0.24  0.92
C 0.89 -3.34 0.42  -0.97
C -0.92 -2.92 -2.01  -0.90
H -4.58 0.11 2.26  0.25
H -3.70 1.29 1.15  0.26
H -3.59 1.34 2.97  0.23
H -1.94 -0.86 4.46  0.25
H -0.80 0.44 4.07  0.24
H -0.45 -1.30 3.53  0.24
H -4.24 -2.03 3.15  0.21
H -4.85 -4.45 3.00  0.23
H -3.77 -5.83 1.28  0.23
H -1.94 -4.93 -0.02  0.20
H 0.87 -4.42 0.11  0.25
H 0.92 -3.28 1.52  0.24
H 1.81 -2.96 -0.03  0.26
H -1.35 -3.91 -1.89  0.23
H -0.05 -2.94 -2.62  0.25
H -1.69 -2.24 -2.36  0.25
O -3.43 1.49 -2.98  -0.75
Cl -3.14 0.88 -1.76  2.60
O -4.13 0.08 -1.19  -0.77
O -2.65 1.86 -0.81  -0.86
O -1.95 0.04 -2.05  -0.89
C 4.00 2.21 0.85  -0.60
C 3.23 1.89 2.11  -0.45
C 1.77 2.31 2.05  0.15
N 0.86 1.58 1.48  -0.33
N -0.36 2.34 1.32  -0.43
C -0.33 3.48 1.91  0.26
N -1.42 4.27 1.97  -0.77
S 1.18 3.87 2.60  0.42
H 4.84 1.56 0.88  0.23
H 4.43 3.19 0.76  0.22
H 3.38 1.94 -0.04  0.21
H 3.68 2.32 3.00  0.24
H 3.19 0.80 2.17  0.24
H -2.25 3.95 1.47  0.43
H -1.29 5.24 2.14  0.41
O 0.83 2.25 -1.37  -0.69
C 1.47 1.38 -2.00  0.64
N 1.31 0.05 -1.78  -0.76
C 2.28 -0.62 -2.56  0.68
O 2.49 -1.81 -2.59  -0.54
C 2.99 0.44 -3.36  -0.14
C 4.05 0.36 -4.24  -0.15
C 4.56 1.58 -4.71  -0.18
C 4.01 2.80 -4.34  -0.19
C 2.87 2.89 -3.55  -0.18
C 2.42 1.66 -3.05  -0.09
H 4.45 -0.59 -4.58  0.24
H 5.39 1.64 -5.40  0.23
H 4.48 3.70 -4.79  0.23
H 2.40 3.81 -3.21  0.24

The energy comes out at -216052.9421 eV. The calculation puts the maximum force at 2.65 eV/Å. As for the charge: +1. As for the spin multiplicity: 3.


# C22H35AuNO2P

A molecular structure, C22H35AuNO2P (ωB97M-V with the def2-TZVPD basis set, OMol25).

Last column: natural (NBO) charge in e.
Cartesian coordinates (Å):
Au -0.26 0.88 -0.33  0.49
C -2.42 1.39 2.02  -0.25
O -1.21 1.92 1.48  -0.59
C -0.32 2.39 2.50  -0.08
C 0.77 3.21 1.87  -0.09
O 1.48 2.36 0.99  -0.58
C 2.67 2.95 0.48  -0.25
H -2.88 2.12 2.69  0.21
H -2.23 0.47 2.57  0.17
H -3.09 1.20 1.18  0.21
H 0.11 1.53 3.03  0.18
H -0.88 2.99 3.22  0.21
H 1.42 3.60 2.65  0.20
H 0.34 4.05 1.32  0.20
H 3.40 3.10 1.27  0.19
H 2.45 3.91 0.00  0.19
H 3.08 2.26 -0.26  0.19
C 1.38 -1.48 -4.21  -0.62
C 0.95 -1.19 -2.77  -0.72
P 0.09 0.40 -2.52  0.99
C 1.11 1.65 -3.35  -0.74
C 0.74 3.10 -3.04  -0.61
C -1.47 0.25 -3.46  -0.74
C -2.50 1.34 -3.16  -0.61
H 1.76 -2.49 -4.29  0.24
H 2.17 -0.80 -4.53  0.22
H 0.55 -1.38 -4.91  0.22
H 1.81 -1.19 -2.10  0.24
H 0.26 -1.96 -2.41  0.23
H 1.05 1.46 -4.42  0.25
H 2.14 1.44 -3.05  0.24
H -0.15 3.42 -3.58  0.22
H 1.56 3.77 -3.33  0.24
H 0.55 3.25 -1.97  0.21
H -1.87 -0.74 -3.22  0.24
H -1.21 0.24 -4.52  0.25
H -2.63 1.48 -2.09  0.20
H -3.46 1.07 -3.59  0.24
H -2.20 2.30 -3.59  0.22
C 2.80 -1.28 4.07  -0.05
C 3.05 -0.79 2.79  -0.21
C 2.06 -0.82 1.84  -0.11
C 0.81 -1.43 2.15  0.06
C 0.57 -1.91 3.47  -0.10
C 1.56 -1.82 4.42  -0.24
N -0.11 -1.43 1.18  -0.24
C -1.06 -2.37 1.11  0.16
C -0.90 -3.69 1.63  -0.15
C -1.90 -4.62 1.47  -0.21
C -3.08 -4.25 0.83  -0.04
C -3.26 -2.96 0.30  -0.21
C -2.26 -2.04 0.40  -0.14
H 3.58 -1.22 4.82  0.25
H 4.03 -0.38 2.55  0.25
H 2.22 -0.45 0.84  0.24
H -0.42 -2.28 3.73  0.23
H 1.38 -2.16 5.43  0.26
H 0.04 -3.97 2.08  0.24
H -1.78 -5.63 1.83  0.26
H -3.87 -4.98 0.70  0.25
H -4.19 -2.71 -0.20  0.25
H -2.35 -1.04 -0.01  0.24

The energy comes out at -41932.2480 eV. As for the energy above the lowest of the compared OMol25 structures with the same formula, charge and spin: 0.107 eV. The calculation puts the maximum force at 0.60 eV/Å. As for the charge: +2.


# C5H11N3

A single C5H11N3 molecule (ωB97M-V with the def2-TZVPD basis set, OMol25).

Last column: natural (NBO) charge in e.
Cartesian coordinates (Å):
H -2.05 -0.93 0.50  0.33
N -1.98 0.02 0.16  -0.67
C -0.95 0.26 -0.60  0.45
C -0.90 1.56 -1.35  -0.67
N 0.15 -0.59 -0.86  -0.31
N -0.26 -1.89 -1.10  -0.66
C 0.64 -0.22 0.67  0.17
C 0.97 -1.26 1.44  -0.48
C 1.12 1.16 1.01  -0.66
H -1.58 2.28 -0.91  0.23
H -1.18 1.35 -2.39  0.24
H 0.11 1.99 -1.39  0.22
H -0.79 -2.38 -0.37  0.35
H 0.49 -2.43 -1.50  0.38
H 0.76 -2.29 1.18  0.19
H 1.74 -1.16 2.19  0.21
H 1.73 1.58 0.21  0.22
H 1.72 1.12 1.91  0.23
H 0.28 1.82 1.20  0.23

The energy comes out at -9830.4180 eV. As for the energy above the lowest of the compared OMol25 structures with the same formula, charge and spin: 3.488 eV. The calculation puts the maximum force at 3.79 eV/Å. As for the structure (SMILES): [H]/N=C(/C)N(N)C(=C)C. As for the charge: 0.


# C22H24N2O4S2

2 unconnected molecules or ions with the total composition C22H24N2O4S2 (ωB97M-V with the def2-TZVPD basis set, OMol25).

Last column: natural (NBO) charge in e.
Cartesian coordinates (Å):
O 1.30 -0.22 -3.00  -0.90
S 0.76 -1.48 -2.36  2.06
O 1.65 -2.70 -2.27  -0.90
C 0.25 -1.07 -0.69  -0.59
C 0.96 -0.25 0.07  -0.09
C 2.22 0.41 -0.31  -0.01
C 3.28 -0.34 -0.83  -0.20
C 4.43 0.28 -1.27  -0.20
C 4.55 1.65 -1.19  -0.19
C 3.52 2.40 -0.66  -0.20
C 2.37 1.78 -0.22  -0.21
S -1.26 -1.79 -0.07  2.06
O -1.38 -3.19 -0.61  -0.90
O -2.33 -0.74 -0.32  -0.91
C -1.01 -1.93 1.70  -0.24
C -0.42 -3.06 2.22  -0.19
C -0.24 -3.16 3.58  -0.21
C -0.65 -2.14 4.41  -0.18
C -1.25 -1.01 3.88  -0.20
C -1.43 -0.91 2.52  -0.22
C -0.77 -1.81 -3.25  -0.23
C -0.98 -3.05 -3.80  -0.19
C -2.14 -3.31 -4.49  -0.21
C -3.10 -2.32 -4.61  -0.18
C -2.89 -1.08 -4.05  -0.20
C -1.72 -0.83 -3.37  -0.20
H 0.58 -0.03 1.05  0.23
H 3.16 -1.40 -0.95  0.24
H 5.23 -0.31 -1.69  0.22
H 5.44 2.14 -1.55  0.21
H 3.62 3.47 -0.60  0.21
H 1.56 2.37 0.19  0.21
H -0.12 -3.85 1.56  0.25
H 0.22 -4.05 4.00  0.22
H -0.52 -2.23 5.48  0.22
H -1.58 -0.22 4.53  0.22
H -1.90 -0.05 2.09  0.25
H -0.22 -3.81 -3.67  0.24
H -2.31 -4.28 -4.93  0.22
H -4.01 -2.53 -5.14  0.22
H -3.65 -0.32 -4.14  0.22
H -1.55 0.14 -2.91  0.24
C -1.81 3.23 2.53  -0.42
N -0.53 3.46 1.85  -0.31
C 0.50 3.86 2.81  -0.42
N -0.64 4.42 0.78  -0.68
H -1.69 2.48 3.31  0.20
H -2.17 4.16 2.97  0.17
H -2.55 2.87 1.81  0.20
H 0.59 3.10 3.58  0.20
H 1.45 3.97 2.30  0.19
H 0.24 4.81 3.26  0.17
H 0.26 4.45 0.32  0.35
H -1.30 4.03 0.13  0.35

The energy comes out at -56040.0755 eV. As for the energy above the lowest of the compared OMol25 structures with the same formula, charge and spin: 4.072 eV. The calculation puts the maximum force at 3.89 eV/Å. As for the structure (SMILES): O=S(=O)(C(=Cc1ccccc1)S(=O)(=O)c1ccccc1)c1ccccc1.CN(C)N. As for the charge: 0.


# C28H38GeN2S3Sc

A molecular structure, C28H38GeN2S3Sc (ωB97M-V with the def2-TZVPD basis set, OMol25).

Last column: Mulliken charge in e.
Cartesian coordinates (Å):
Sc 0.03 -0.29 -0.13  -1.58
C -2.19 -0.05 2.78  -1.04
C -1.78 1.41 2.92  -0.80
S -0.83 2.02 1.50  0.03
C 0.64 2.76 2.25  -0.85
C 1.56 1.81 3.01  -0.81
S 2.05 0.34 2.07  0.06
C 1.71 -0.95 3.31  -0.62
C 0.26 -1.05 3.75  -1.30
S -0.89 -1.21 2.35  0.52
H -2.66 -0.40 3.70  0.49
H -2.92 -0.19 1.98  0.35
H -2.67 2.03 3.01  0.61
H -1.18 1.58 3.82  0.42
H 1.16 3.23 1.42  0.42
H 0.30 3.56 2.91  0.46
H 2.47 2.35 3.28  0.53
H 1.10 1.47 3.93  0.36
H 2.03 -1.88 2.84  0.25
H 2.37 -0.78 4.16  0.60
H 0.14 -1.95 4.36  0.57
H -0.04 -0.20 4.36  0.55
N 1.95 -0.04 -1.44  -0.26
C 1.65 -0.18 -2.90  -0.45
C 0.94 1.06 -3.44  -0.73
C -0.50 1.22 -2.98  -0.65
N -0.60 1.49 -1.51  -0.25
H 2.51 0.80 -1.31  0.26
H 2.57 -0.80 -1.18  0.22
H 1.01 -1.05 -3.01  0.18
H 2.57 -0.34 -3.46  0.51
H 0.93 0.99 -4.53  0.37
H 1.51 1.96 -3.19  0.25
H -1.05 0.30 -3.17  0.33
H -0.98 2.03 -3.53  0.44
H -1.58 1.57 -1.26  0.30
H -0.19 2.40 -1.32  0.22
C -1.32 -1.46 -1.09  0.75
Ge -1.34 -3.35 -0.72  1.04
C 0.53 -3.87 -0.29  0.06
C 1.10 -5.13 -0.49  -0.14
C 2.44 -5.38 -0.22  -0.99
C 3.27 -4.37 0.26  -0.76
C 2.74 -3.10 0.48  -1.03
C 1.39 -2.89 0.22  1.75
C -2.19 -4.42 -2.11  0.55
C -1.96 -5.78 -2.35  -0.13
C -2.71 -6.47 -3.30  -0.86
C -3.70 -5.82 -4.02  -0.40
C -3.94 -4.47 -3.79  -0.74
C -3.19 -3.78 -2.85  -0.32
C -2.37 -3.78 0.90  -0.22
C -1.86 -4.55 1.95  0.14
C -2.57 -4.72 3.13  -0.74
C -3.81 -4.12 3.29  -0.49
C -4.34 -3.36 2.25  -0.64
C -3.62 -3.19 1.07  -0.19
H -2.23 -1.19 -1.63  0.26
H 0.49 -5.94 -0.86  0.14
H 2.85 -6.37 -0.39  0.44
H 4.32 -4.56 0.45  0.42
H 3.37 -2.30 0.85  0.52
H 1.00 -1.91 0.44  -1.01
H -1.22 -6.33 -1.79  0.27
H -2.52 -7.53 -3.47  0.40
H -4.28 -6.36 -4.76  0.38
H -4.71 -3.95 -4.35  0.40
H -3.38 -2.72 -2.69  0.16
H -0.88 -5.02 1.85  0.35
H -2.16 -5.33 3.93  0.44
H -4.37 -4.25 4.21  0.41
H -5.32 -2.90 2.36  0.43
H -4.04 -2.58 0.27  0.40

The energy comes out at -142349.8775 eV. The calculation puts the maximum force at 1.48 eV/Å. As for the charge: +1.


Which formula does entry 2 have? C31H33AsIrN6OS2